The following is a quantum chemistry calculation of a molecular structure, C28H53Cl4N3O28S7, from the OMol25 dataset.

The spin multiplicity is 1. Its LUMO energy is 0.13 eV. The calculation puts the HOMO energy at -10.6 eV. The molar mass is 1246.01 g mol⁻¹.

Structure (XYZ):
```
123
C28H53Cl4N3O28S7 (the ωB97M-V functional and the def2-TZVPD basis)
C 0.817 -0.869 -4.625
C 1.270 0.577 -4.814
O 1.632 0.557 -6.217
S 0.509 -0.312 -7.003
O 1.249 -0.978 -8.066
O -0.673 0.391 -7.367
O 0.165 -1.307 -5.820
H 0.105 -1.014 -3.812
H 1.670 -1.496 -4.420
H 2.146 0.776 -4.233
H 0.536 1.358 -4.617
C 0.959 3.751 -2.710
C 0.911 4.011 -1.139
O -0.414 4.501 -0.958
S -1.248 4.515 -2.414
O -1.189 5.695 -3.171
O -2.502 3.979 -2.092
O -0.397 3.413 -3.154
H 1.576 2.846 -2.796
H 1.275 4.679 -3.268
H 1.775 4.614 -0.817
H 0.967 3.113 -0.540
C 1.558 1.172 2.928
C 1.856 1.875 4.295
O 1.275 3.198 4.177
S 1.578 3.666 2.679
O 2.979 3.944 2.533
O 0.593 4.611 2.263
O 1.247 2.287 2.000
H 0.749 0.442 2.913
H 2.435 0.620 2.627
H 2.917 2.026 4.402
H 1.514 1.300 5.180
C -1.354 0.008 0.120
C -1.094 1.200 -0.783
O 0.135 0.882 -1.449
S 1.032 -0.165 -0.634
O 2.115 0.467 -0.048
O 1.216 -1.375 -1.350
O -0.033 -0.489 0.549
H -1.829 -0.784 -0.415
H -1.900 0.297 1.122
H -0.977 2.082 -0.192
H -1.913 1.395 -1.515
C -2.920 4.799 1.525
C -3.972 4.047 0.810
O -3.719 2.737 1.109
S -3.442 2.693 2.778
O -2.293 1.930 3.036
O -4.695 2.510 3.365
O -3.034 4.252 2.829
H -3.044 5.879 1.612
H -1.914 4.643 1.162
H -3.975 4.146 -0.255
H -4.894 4.510 1.220
C 4.635 2.404 -0.348
C 5.929 3.295 -0.387
O 6.158 3.561 -1.798
S 4.729 3.605 -2.532
O 4.898 3.147 -3.845
O 4.046 4.822 -2.219
O 4.162 2.417 -1.724
H 3.871 2.820 0.354
H 4.886 1.400 -0.087
H 6.837 2.889 0.000
H 5.745 4.275 0.067
C -1.807 -5.114 1.380
C -3.037 -4.404 0.962
O -2.837 -4.299 -0.424
S -1.315 -4.358 -0.902
O -0.864 -3.075 -1.325
O -1.154 -5.540 -1.639
O -0.723 -4.569 0.558
H -1.921 -6.188 1.132
H -1.510 -4.937 2.422
H -3.161 -3.367 1.311
H -3.883 -5.113 1.035
C -2.947 1.140 -5.071
Cl -4.363 0.864 -6.132
Cl -3.002 0.158 -3.635
H -2.105 0.920 -5.638
H -2.970 2.133 -4.748
C -6.716 0.835 0.416
Cl -5.201 0.184 -0.201
Cl -6.957 2.413 -0.273
H -7.543 0.192 0.121
H -6.571 0.751 1.503
C 3.015 -6.057 -1.399
C 2.530 -6.148 -2.845
C 1.732 -4.896 -3.270
C 2.640 -3.723 -3.414
N 3.343 -2.889 -3.697
H 2.821 -7.006 -0.804
H 2.450 -5.349 -0.778
H 4.060 -5.802 -1.211
H 1.886 -6.947 -3.044
H 3.347 -6.260 -3.558
H 0.916 -4.635 -2.522
H 1.196 -5.011 -4.214
C 4.127 -3.324 2.358
C 2.798 -3.245 1.595
C 1.512 -3.403 2.526
C 1.621 -2.427 3.670
N 1.825 -1.634 4.509
H 4.965 -2.961 1.744
H 4.391 -4.353 2.619
H 4.191 -2.719 3.274
H 2.556 -3.810 0.698
H 2.792 -2.172 1.392
H 1.476 -4.471 2.811
H 0.649 -3.042 2.008
C -4.169 0.361 5.567
C -2.703 0.248 5.977
C -2.113 -1.148 5.907
C -2.359 -1.670 4.563
N -2.447 -2.221 3.537
H -4.449 1.361 5.349
H -4.875 0.031 6.283
H -4.284 -0.278 4.684
H -2.513 0.733 6.907
H -2.106 0.814 5.266
H -2.456 -1.816 6.741
H -1.011 -0.998 5.896
```